No. 1
One molecule with the formula C6H12N2. Source: OMol25; level of theory: wB97M-V/def2-TZVPD.

The geometry in XYZ format:
```
20
Properties=species:S:1:pos:R:3:forces:R:3
N -1.7095 1.0835 -1.5244 -0.1 0.0 0.0
N 1.2086 -1.0568 -0.7960 0.6 0.0 -0.2
C -0.0416 0.1724 0.9573 0.4 0.1 0.0
C 1.0854 0.8664 1.7068 -0.3 -0.1 -0.2
C 0.1651 -0.0980 -0.5452 -0.3 0.8 -0.1
C -0.0636 -1.5545 -0.3389 -0.2 -0.4 0.2
C -0.2289 -1.3510 1.1646 0.0 -0.1 0.0
C -0.2791 0.8281 -1.6422 0.2 -0.2 -0.1
H 1.9597 -1.0870 -0.1113 -0.2 0.0 0.1
H 2.0473 0.4001 1.4998 0.1 0.0 0.0
H -0.5755 -2.2851 -0.9440 -0.1 -0.1 -0.1
H 0.9110 0.8137 2.7803 0.0 0.1 0.1
H 0.2418 1.7873 -1.5350 0.0 -0.1 -0.1
H -0.9776 0.7108 1.1061 0.0 -0.1 0.0
H 0.0167 0.3823 -2.6057 0.0 0.1 0.2
H -2.0143 1.7217 -2.2489 -0.1 0.0 0.0
H 1.1435 1.9111 1.4122 0.1 0.2 0.0
H -1.2104 -1.6236 1.5404 -0.1 0.0 0.1
H 0.5402 -1.8364 1.7679 0.0 -0.1 0.1
H -2.2191 0.2150 -1.6438 0.0 0.1 0.0
```
Positions in Å, forces in eV/Å.

Properties
* E_tot: -9395.2054 eV
* SMILES string: C[C@@H]1C[C@@H]2N[C@]12CN
* relative energy (zero: lowest compared OMol25 entry of this formula, charge and spin): 37.9 kcal/mol
* highest occupied orbital energy: -9.34 eV
* orbital gap: 0.3847 Ha

No. 2
One molecule with the formula C5H8O2. Source: OMol25; level of theory: wB97M-V/def2-TZVPD.

The geometry in XYZ format:
```
15
Properties=species:S:1:pos:R:3:forces:R:3
O -1.0229 1.8172 -0.0746 0.0 -0.1 -0.5
O 0.8540 -0.1879 -2.1369 0.3 0.4 0.5
C -1.2759 -0.6842 -0.3255 -0.4 0.2 0.4
C 0.7237 -0.0206 -0.9540 0.5 0.1 -0.5
C 1.4205 -0.5542 0.3205 0.4 -0.1 -0.1
C 0.5754 0.4411 1.1476 -0.1 -0.1 0.0
C -0.3477 0.5962 -0.0668 -0.3 -0.7 0.0
H -0.7840 -1.6338 -0.6139 0.1 0.7 0.4
H -1.8985 -0.4485 -1.1957 -0.1 0.1 0.3
H 0.0816 0.1200 2.0689 0.2 -0.2 -0.2
H 1.2363 -1.5995 0.5797 0.1 0.1 -0.3
H -1.8580 -0.8879 0.5645 -0.4 0.1 0.1
H 1.1560 1.3463 1.3736 -0.4 -0.1 -0.3
H -1.3485 2.0592 -0.9496 0.0 -0.2 -0.1
H 2.4880 -0.3635 0.2622 0.1 0.0 0.3
```
Positions in Å, forces in eV/Å.

Properties
* E_tot: -9408.1461 eV
* SMILES string: C[C@@]1(O)CCC1=O
* relative energy (zero: lowest compared OMol25 entry of this formula, charge and spin): 38.9 kcal/mol
* highest occupied orbital energy: -9.19 eV
* orbital gap: 0.3675 Ha

No. 3
A 6-piece molecular cluster, C39H55F15IN2O17P overall. Source: OMol25; level of theory: wB97M-V/def2-TZVPD.

The geometry in XYZ format:
```
130
Properties=species:S:1:pos:R:3:forces:R:3
I 3.6993 1.7137 -2.4689 -1.5 -0.2 0.7
P -0.7414 -1.1832 -1.4452 -0.2 -2.7 5.9
F -0.0191 6.3345 -13.4479 -0.9 0.6 0.7
F 8.1923 5.8773 10.2103 -1.1 -1.0 0.3
F 7.5085 5.0542 12.1105 -0.4 -0.2 -1.1
F -1.5128 7.7787 -14.1043 0.2 -0.6 1.4
F 6.8196 -1.5097 2.9799 0.1 -0.4 -1.1
F 8.3808 3.7421 10.6020 -1.0 0.7 -0.1
F 0.1834 0.2551 7.3890 0.8 0.1 -0.8
F -0.0317 8.3477 -12.6082 -0.9 -0.9 0.1
F -3.3058 -6.7252 8.3407 0.8 0.7 0.7
F 8.6266 -2.3155 2.0627 -1.4 0.2 -0.6
F -1.3460 -7.3344 9.0797 -0.6 1.1 0.2
F -2.9597 -6.9225 10.4848 0.6 0.9 -1.0
F 1.7952 -1.1337 6.9078 -0.3 1.1 -0.5
F 2.2612 0.9031 7.5259 -1.0 -0.8 -1.3
F 6.8862 -3.5956 2.3454 0.1 1.0 -0.7
O 5.5307 5.3803 9.4984 2.0 -1.6 1.7
O -5.4472 -2.9768 2.3635 7.0 -0.3 -4.9
O 1.7716 1.6799 4.8812 -0.9 -2.4 1.7
O 5.6798 3.3483 10.5549 1.2 1.7 0.0
O -1.1380 -0.7601 0.0298 1.0 -0.6 -5.5
O -1.0809 6.1597 -10.9390 -0.4 1.2 -1.6
O 7.3875 -1.3629 -0.2601 -1.1 -1.4 2.4
O 0.7813 -2.0847 -1.2817 -3.6 0.1 -1.4
O -1.9132 -2.3407 -2.0008 1.2 2.7 1.5
O -2.6372 4.2125 -6.7378 -0.2 1.3 1.2
O -2.3214 -4.2092 10.2229 0.6 -2.4 -1.8
O -4.0034 -3.7023 0.4542 -1.5 2.3 1.9
O -2.9778 7.1101 -11.8143 3.0 -0.3 -0.6
O -1.1483 -4.7204 8.3176 -1.3 -1.0 1.2
O 0.6950 -0.3191 4.5459 0.7 1.1 2.1
O 5.4049 -2.2339 0.5003 1.9 0.3 0.8
O 2.1796 0.3823 -0.1897 -1.4 5.0 -8.9
N 1.5780 -0.3252 -4.7628 -6.7 1.2 9.3
N -3.2263 2.5479 -1.3315 6.2 -6.4 -7.5
C 0.5367 0.0109 3.1569 0.2 0.0 -1.0
C 6.7356 -1.9237 0.6179 -0.9 1.2 -3.0
C 5.1041 -2.8553 -1.8303 0.3 -0.2 0.0
C -0.3708 0.2585 -2.6329 2.2 1.3 -0.6
C 1.9232 1.0908 -1.3245 0.6 -4.0 6.4
C -0.8446 7.3267 -13.0061 1.5 0.8 -2.1
C -1.9654 -5.0255 9.3760 0.6 3.3 0.4
C -1.6682 0.9835 -3.3098 -1.4 1.0 -0.8
C -2.7495 -0.0032 -4.0354 -1.0 0.1 -0.3
C -3.3288 -2.0381 -5.7378 0.7 0.3 0.2
C -1.6445 4.4297 -5.6722 -0.8 0.9 1.9
C 1.3978 0.1644 6.7737 0.2 -0.8 2.2
C -4.2824 -4.3693 -4.5978 -0.1 -0.2 -0.7
C 0.4345 -3.0943 9.1888 0.0 -0.1 0.4
C -0.7139 -3.3540 8.2309 0.4 0.8 0.0
C -2.6291 4.4560 -10.1587 -0.2 -0.1 -0.3
C -4.2789 -2.9693 1.7034 -4.2 0.5 3.5
C 7.5512 4.8122 10.7685 2.5 0.5 0.8
C -4.8509 -4.4567 -1.8909 -1.0 0.1 0.2
C -2.1435 -0.9925 -5.1916 0.4 -1.0 -0.3
C -1.8423 5.7059 -9.8087 -0.4 -0.4 0.6
C 7.2660 -2.3348 1.9891 1.1 -0.8 2.3
C 1.8230 -0.2483 2.3939 0.0 0.0 0.4
C -3.0528 -2.0921 2.4197 0.2 -1.4 0.6
C -2.3899 -6.4910 9.3245 -0.7 -2.6 0.1
C -2.0578 3.5289 -4.3248 1.0 0.8 -1.2
C -2.5320 1.8442 -2.1647 -4.0 4.1 5.3
C 6.1607 4.5778 10.1834 -3.1 -0.1 -1.3
C -5.0686 -3.4755 -0.5540 -0.8 0.4 -1.0
C -4.8654 -3.5707 -3.2893 -0.4 -0.3 0.5
C 0.8093 -0.1770 -3.7353 3.4 -0.3 -7.2
C -3.0023 -3.6056 -5.3237 0.0 -0.3 0.5
C 0.3656 1.4367 -1.6991 0.6 0.7 1.0
C 4.3820 2.5752 8.6506 0.1 0.2 -0.2
C -1.7757 6.8656 -11.8876 -2.3 -0.7 2.3
C 1.3377 0.6158 5.3165 -0.1 1.3 -3.3
C 4.3561 3.0261 10.0997 -0.7 -0.3 -0.4
C 4.7771 -1.8564 -0.7353 -0.4 0.1 -0.8
C -1.2381 2.1159 -4.4635 0.1 0.7 -0.3
H -3.2265 3.4051 -4.3717 2.4 0.1 0.4
H 3.6763 3.8719 10.2498 0.3 0.0 -0.1
H -0.3746 -3.1940 7.2023 -0.2 -0.4 0.1
H -1.6998 4.2000 -3.4052 -1.0 -1.9 -1.8
H -5.1782 -4.4986 -5.3672 2.0 0.3 1.5
H 3.3871 2.2564 8.3264 0.5 0.3 0.3
H -1.4452 1.7198 -5.5692 0.4 0.5 2.6
H -1.7453 5.5659 -5.3238 0.6 -2.4 -0.8
H -1.9645 3.6803 -10.5524 0.0 0.1 0.2
H -0.0868 2.3740 -4.4296 -2.3 -0.6 0.1
H 4.5650 -2.6115 -2.7504 0.0 0.0 0.1
H -3.9054 -5.1424 -1.7881 -1.7 1.5 -0.1
H -0.2561 -0.6350 2.7660 0.1 0.0 0.4
H 5.0582 -0.8363 -1.0189 0.2 -0.2 0.2
H 3.6974 -1.8535 -0.5542 0.3 0.0 0.3
H -6.0008 -3.3205 -3.4993 2.4 -0.2 0.5
H -4.2909 -2.5703 -3.0787 -1.0 -1.9 -0.6
H -3.9336 -5.4608 -4.3222 -0.7 2.2 -0.4
H -3.4035 -0.5804 -3.2200 1.7 1.1 -1.8
H -3.3736 4.6590 -10.9347 0.1 0.1 0.2
H -1.5503 -2.6680 8.4039 0.0 -0.3 0.1
H 1.2500 -3.8031 9.0135 -0.1 0.2 -0.1
H 3.9945 2.2075 10.7304 0.4 0.2 0.1
H -2.4926 6.5030 -9.4321 0.1 0.0 -0.3
H -1.9921 -2.4168 2.0247 -2.3 1.0 0.5
H -3.0683 -2.3941 3.5741 -0.2 0.6 -2.6
H -5.8100 -5.1553 -1.9369 2.2 1.3 0.2
H -2.1005 -3.7026 -4.5476 -1.9 0.5 -1.6
H -3.1480 4.0659 -9.2783 0.2 0.1 -0.1
H 4.8354 -3.8698 -1.5189 -0.1 0.2 0.0
H 2.1573 -1.2801 2.5419 -0.1 0.0 0.0
H -0.2004 1.5781 -0.6575 1.2 -0.7 -2.3
H 0.1211 -3.2231 10.2295 -0.1 0.1 -0.2
H -5.0103 -2.3315 -0.8875 -0.1 -2.3 0.6
H -3.5338 0.7077 -4.5879 1.7 -1.4 1.3
H -1.1244 5.4751 -9.0150 0.1 0.1 -0.4
H 0.5725 -3.0767 -1.2968 0.2 1.9 0.0
H -0.5311 4.1998 -5.9864 -2.5 0.4 0.2
H -2.7078 -2.2126 -1.3706 1.7 -0.3 -1.0
H -2.6298 -4.1691 -6.3000 -1.0 1.0 2.1
H 0.1959 1.0453 3.0391 0.2 -0.1 0.2
H 4.7174 3.3802 7.9895 -0.1 0.0 0.1
H 0.8163 -2.0763 9.0685 -0.1 -0.2 0.0
H -3.2383 -0.9349 2.3915 0.3 -2.4 -0.4
H -6.1279 -3.6201 -0.0742 2.2 0.1 -0.9
H -1.2654 -1.7023 -4.8125 -1.8 1.7 -0.5
H -1.6730 -0.3998 -6.1130 -1.2 -1.1 2.2
H 1.6809 -0.0708 1.3239 -0.3 -0.3 1.2
H -4.3401 -1.6435 -5.2600 1.9 -1.1 -1.3
H 2.6315 0.4001 2.7456 -0.1 0.0 -0.1
H -3.4264 4.8245 -6.5340 2.0 -1.5 -0.4
H 5.0822 1.7442 8.5183 -0.2 0.0 0.1
H -3.3334 -2.0004 -6.9183 -0.3 0.1 2.5
H 6.1757 -2.8656 -2.0522 -0.2 0.1 0.0
H 0.3577 2.4917 -2.2080 -0.1 -2.2 0.5
```
Positions in Å, forces in eV/Å.

Properties
* E_tot: -137263.2067 eV
* SMILES string: CC(=O)OCCCCCCCC[C@](C#N)(CCCO)[C@@](C#N)(CC(=O)I)P(=O)(O)O.CCOC(=O)C(F)(F)F.CCOC(=O)C(F)(F)F.CCOC(=O)C(F)(F)F.CCOC(=O)C(F)(F)F.CCOC(=O)C(F)(F)F
* highest occupied orbital energy: -10.63 eV
* orbital gap: 0.3375 Ha

No. 4
One molecule with the formula C25H32N4O3S. Source: OMol25; level of theory: wB97M-V/def2-TZVPD.

The geometry in XYZ format:
```
65
Properties=species:S:1:pos:R:3:forces:R:3
S 0.9623 -1.6535 4.6676 0.3 0.5 -0.4
O 3.1490 -1.5730 1.2244 0.0 -0.2 -0.1
O 5.5301 -0.5663 3.3297 0.1 0.1 0.0
O 2.5342 2.9224 0.8425 0.1 0.5 0.2
N 1.5767 1.1480 -0.2634 -0.3 -0.1 -0.3
N 3.1254 0.7190 1.2440 0.4 0.3 -0.1
N 3.3830 -0.7309 3.9153 0.3 -0.4 0.6
N 1.4406 0.4933 3.3308 0.5 0.5 -0.1
C -2.2323 -0.4288 -3.3417 0.1 -0.2 0.1
C -0.2052 2.6775 2.5140 0.0 -0.2 0.1
C 4.0682 1.0192 2.2965 0.2 0.2 -0.2
C -0.1944 -1.5315 -2.2401 -0.1 0.3 -0.2
C -0.6526 -1.7058 -4.7447 -0.1 0.0 0.2
C -0.3571 -0.6766 4.1458 0.2 0.2 -0.1
C 0.0806 0.4116 3.4475 -0.3 -0.9 0.6
C 2.7357 -0.5117 0.8242 -0.2 0.0 -0.3
C 4.4027 -0.1659 3.1832 0.0 0.2 -0.1
C -2.0939 -2.9464 -3.2018 0.0 0.2 0.2
C 1.0742 -0.7829 -2.6708 0.1 -0.4 0.2
C 2.3980 1.7495 0.6190 0.1 -0.2 0.0
C -0.7456 1.4264 2.8042 -0.2 0.3 -0.2
C -2.8075 2.1182 1.7725 0.0 0.0 0.0
C 2.1518 -0.8564 -1.5906 0.0 0.1 0.0
C -2.2701 3.3665 1.4774 0.1 0.0 0.0
C -2.0602 1.1581 2.4251 0.2 0.0 0.1
C -0.6864 -0.8660 -0.9484 0.2 -0.4 0.1
C -0.9595 3.6298 1.8593 -0.1 0.0 0.0
C 0.3587 -0.9704 0.1574 0.0 0.2 0.0
C 1.6704 -0.2921 -0.2488 0.0 -0.5 -0.1
C -2.7904 -3.2232 -1.8743 0.1 0.0 -0.2
C 2.0402 -0.4957 3.8823 -0.9 -0.6 0.5
C -3.0913 4.4093 0.7835 0.0 0.0 0.1
C -1.2877 -1.6345 -3.3463 0.0 -0.2 -0.2
H -0.0198 -0.5009 1.0668 0.1 -0.1 0.0
H -1.4182 -3.7802 -3.4090 0.0 0.0 -0.1
H -0.8991 0.1883 -1.1323 -0.1 0.1 -0.1
H -2.8243 -0.3776 -2.4336 -0.1 0.1 0.1
H -2.4913 0.1881 2.6249 0.0 -0.1 0.0
H 2.4430 -1.8957 -1.4269 0.0 0.0 0.0
H -1.4233 -1.9172 -5.4831 -0.1 0.0 -0.1
H 3.6322 1.8199 2.9039 0.1 -0.1 -0.1
H -0.1842 -0.7646 -5.0177 0.1 0.1 -0.1
H 5.0084 1.3732 1.8585 -0.1 -0.1 0.2
H 0.0872 -2.5008 -4.8003 0.1 -0.1 0.0
H 0.8356 0.2615 -2.8821 0.0 0.1 -0.1
H 0.1081 -2.5568 -1.9980 0.0 -0.1 0.0
H -0.5192 4.5905 1.6367 0.1 0.1 0.0
H -3.8238 1.8940 1.4802 -0.1 0.0 0.0
H -1.3597 -0.9524 4.3984 -0.3 0.0 0.0
H -2.8555 -2.9477 -3.9855 0.0 0.0 -0.1
H -3.3928 -4.1246 -1.9723 -0.1 -0.1 0.1
H 0.8870 1.6569 -0.7869 0.1 0.1 0.1
H -1.6043 -1.3274 -0.5933 -0.1 0.1 0.0
H -1.6712 0.4973 -3.4424 0.0 0.2 0.0
H 3.0375 -0.3044 -1.9130 0.1 0.0 0.0
H -2.0746 -3.3914 -1.0745 0.0 0.0 0.2
H 3.6741 -1.5517 4.4350 0.1 0.2 -0.2
H 0.8117 2.8925 2.7989 0.1 0.0 0.0
H -3.8292 3.9527 0.1275 -0.1 0.0 -0.1
H -3.6240 5.0115 1.5203 -0.1 0.1 0.0
H 0.5785 -2.0170 0.3778 0.0 0.0 0.0
H -2.9164 -0.4984 -4.1848 -0.1 0.0 -0.1
H -2.4598 5.0755 0.2004 0.0 0.1 -0.1
H -3.4553 -2.4100 -1.5950 -0.1 0.1 0.1
H 1.4952 -1.2207 -3.5737 0.0 0.1 -0.1
```
Positions in Å, forces in eV/Å.

Properties
* E_tot: -49385.8359 eV
* SMILES string: CCC(C)(C)[C@H]1CC[C@]2(CC1)NC(=O)N(CC(=O)Nc1nc(-c3ccc(C)cc3)cs1)C2=O
* highest occupied orbital energy: -8.17 eV
* orbital gap: 0.3178 Ha